# 1
The following is a quantum chemistry calculation of 11 unconnected molecules or ions with the total composition C31H31Cl18N5 in a non-equilibrium geometry, from the Open Molecules 2025 dataset.

Structure (XYZ):
```
85
Properties=species:S:1:pos:R:3:lowdin_charge:R:1
Cl 11.56642 -15.50712 -14.42604 0.545
C 10.35646 -16.31851 -13.44596 -1.534
Cl 9.34387 -15.19138 -12.51989 0.547
Cl 11.11244 -17.45993 -12.35106 0.583
H 9.64826 -16.81399 -14.08954 0.009
Cl 10.14257 -25.85165 -6.31358 0.517
C 9.98669 -25.05347 -7.88543 -1.538
Cl 10.77871 -23.49308 -7.91561 0.572
Cl 8.30050 -24.81818 -8.29054 0.568
H 10.48504 -25.68751 -8.59812 -0.001
Cl 20.24668 -20.84692 -6.34125 0.551
C 19.45001 -21.24577 -7.84900 -1.572
Cl 19.97898 -20.17046 -9.14025 0.537
Cl 17.69690 -21.19734 -7.67047 0.545
H 19.71131 -22.25006 -8.13721 -0.002
Cl 9.15774 -21.56813 -3.91906 0.532
C 10.16882 -20.14498 -3.76215 -1.563
Cl 10.89422 -19.61621 -5.28121 0.522
Cl 11.40213 -20.39068 -2.52757 0.518
H 9.54531 -19.33253 -3.42326 0.005
Cl 16.45626 -25.36891 -11.85050 0.579
C 16.65930 -23.64505 -11.71466 -1.571
Cl 16.58392 -22.82881 -13.27004 0.538
Cl 18.20414 -23.23561 -10.94978 0.511
H 15.86934 -23.23834 -11.10129 -0.005
Cl 14.32642 -21.65871 -4.35692 0.487
C 14.03720 -23.30986 -4.98647 -1.514
Cl 12.46084 -23.89723 -4.48564 0.510
Cl 15.29106 -24.37984 -4.32690 0.512
H 14.09566 -23.25361 -6.06282 -0.012
C 6.17885 -21.62732 -8.80602 -0.097
C 6.06793 -21.17554 -10.09745 -0.066
C 7.16717 -20.52067 -10.66183 -0.142
N 8.32889 -20.38395 -10.03200 0.041
C 8.42220 -20.82279 -8.79207 -0.164
C 7.39851 -21.55972 -8.16704 -0.094
H 5.29581 -21.97201 -8.27873 0.111
H 5.11231 -21.24654 -10.59994 0.102
H 7.15930 -20.11418 -11.66814 0.105
H 9.39300 -20.74110 -8.30756 0.075
H 7.50729 -22.03388 -7.20448 0.087
C 15.86690 -26.52040 -8.17635 -0.075
C 15.72610 -25.16680 -8.47532 -0.094
C 14.44428 -24.68242 -8.59319 -0.176
N 13.39036 -25.44675 -8.44447 0.054
C 13.52972 -26.74070 -8.27975 -0.159
C 14.75419 -27.32996 -8.15709 -0.068
H 16.88469 -26.90110 -8.14263 0.112
H 16.59195 -24.51644 -8.51733 0.087
H 14.21944 -23.61911 -8.64832 0.078
H 12.61301 -27.29635 -8.13158 0.100
H 14.93456 -28.38899 -8.01303 0.108
C 19.04830 -19.08748 -12.64347 -0.095
C 20.14047 -18.88724 -13.43915 -0.086
C 20.77128 -17.65922 -13.45677 -0.143
N 20.33992 -16.60821 -12.74242 0.054
C 19.25891 -16.80160 -12.01002 -0.169
C 18.56925 -18.00272 -11.92057 -0.081
H 18.59865 -20.06468 -12.50709 0.090
H 20.55161 -19.69529 -14.03485 0.105
H 21.64543 -17.45882 -14.06706 0.103
H 18.88296 -15.89439 -11.53984 0.105
H 17.73340 -18.02182 -11.23550 0.090
C 9.86575 -16.30299 -9.31147 -0.143
C 9.71452 -15.22476 -8.47809 -0.070
C 8.53673 -15.13131 -7.73836 -0.166
N 7.55083 -15.98444 -7.82268 0.057
C 7.74649 -17.05175 -8.56099 -0.154
C 8.88058 -17.26670 -9.34028 -0.085
H 10.78149 -16.50787 -9.85088 0.048
H 10.48989 -14.47407 -8.39862 0.103
H 8.40413 -14.25615 -7.10861 0.103
H 6.96046 -17.80419 -8.58157 0.102
H 8.96952 -18.15872 -9.95056 0.065
C 13.09620 -18.87764 -9.88977 -0.087
C 14.39485 -19.27052 -10.15911 -0.050
C 14.86102 -20.41188 -9.52617 -0.163
N 14.09906 -21.18570 -8.74956 0.059
C 12.84173 -20.84911 -8.57344 -0.173
C 12.29019 -19.71552 -9.14157 -0.051
H 12.69358 -17.91341 -10.17621 0.060
H 15.07159 -18.66402 -10.74619 0.099
H 15.90107 -20.72431 -9.57605 0.049
H 12.22447 -21.43447 -7.90593 0.032
H 11.24765 -19.44729 -8.99496 0.089
```

Calculated values
Multiplicity: 1
Net charge: 0
Strongest force on any atom: 1.9 eV/Å
HOMO: -9.48 eV
SMILES: ClC(Cl)Cl.ClC(Cl)Cl.ClC(Cl)Cl.ClC(Cl)Cl.ClC(Cl)Cl.ClC(Cl)Cl.c1ccncc1.c1ccncc1.c1ccncc1.c1ccncc1.c1ccncc1



# 2
The following is a quantum chemistry calculation of 5 unconnected molecules or ions with the total composition C31H31F4NO2 in a non-equilibrium geometry, from the Open Molecules 2025 dataset.

Structure (XYZ):
```
69
Properties=species:S:1:pos:R:3:nbo_charge:R:1
O 2.77417 3.65299 -0.32218 -0.567
C 1.90227 3.12943 -0.93575 0.706
C 1.49033 3.50349 -2.40451 -0.539
C 1.07933 2.09510 -2.92337 -0.413
C 0.41233 1.36452 -1.71657 -0.040
C -1.13054 1.26294 -1.66555 -0.444
C -1.64371 2.71870 -1.22339 0.069
C -2.11464 3.62601 -2.40698 -0.160
O -3.03726 2.97658 -1.42747 -0.509
N 1.05381 2.05474 -0.54608 -0.660
H 2.36251 3.80008 -3.00764 0.235
H 0.70050 4.26662 -2.31217 0.247
H 2.03686 1.54659 -3.02789 0.206
H 0.48260 2.05770 -3.85267 0.220
H 0.79264 0.32963 -1.61636 0.194
H -1.45968 0.57251 -0.87750 0.232
H -1.61778 1.12524 -2.64279 0.220
H -1.11578 3.21453 -0.37947 0.204
H -2.20658 3.20051 -3.40849 0.196
H -1.83889 4.65433 -2.15101 0.202
H 1.71212 1.34747 -0.21130 0.391
F 0.28867 6.30800 -2.95555 -0.336
C 1.21751 7.27219 -2.78370 0.380
C 1.21458 8.36878 -3.62346 -0.287
C 2.16750 9.36147 -3.44246 -0.193
C 3.11465 9.23930 -2.43333 -0.228
C 3.10669 8.12745 -1.60067 -0.204
C 2.14881 7.13792 -1.77169 -0.244
H 0.47307 8.44152 -4.40902 0.228
H 2.17186 10.22992 -4.08874 0.218
H 3.86009 10.01291 -2.29643 0.216
H 3.84725 8.03022 -0.81719 0.221
H 2.12268 6.26776 -1.12645 0.232
F -1.75265 -1.62127 -0.26190 -0.346
C -3.06479 -1.94020 -0.22397 0.460
C -3.43776 -3.18995 0.23071 -0.313
C -4.78490 -3.51981 0.27589 -0.178
C -5.73878 -2.60028 -0.14344 -0.233
C -5.34725 -1.34895 -0.60250 -0.190
C -4.00147 -1.01188 -0.63905 -0.314
H -2.68049 -3.89216 0.54453 0.224
H -5.09015 -4.49241 0.63701 0.224
H -6.78961 -2.86063 -0.11152 0.214
H -6.09051 -0.63431 -0.93254 0.219
H -3.67937 -0.03786 -0.98564 0.233
F -3.37071 -5.80015 1.69927 -0.332
C -2.18909 -6.34357 2.05752 0.382
C -2.11701 -7.09872 3.21219 -0.284
C -0.90221 -7.66088 3.57878 -0.188
C 0.22449 -7.45310 2.79323 -0.224
C 0.13715 -6.68818 1.63812 -0.207
C -1.07835 -6.13292 1.26273 -0.248
H -3.00447 -7.24224 3.81537 0.229
H -0.83389 -8.26021 4.47757 0.219
H 1.17235 -7.88868 3.08352 0.219
H 1.01648 -6.52296 1.02840 0.218
H -1.16660 -5.54104 0.36060 0.219
F 2.25097 -5.66332 4.86936 -0.324
C 2.71655 -4.56246 4.25293 0.401
C 3.62333 -4.69992 3.21909 -0.290
C 4.09942 -3.56333 2.57996 -0.192
C 3.67175 -2.30613 2.98830 -0.231
C 2.76345 -2.18445 4.03217 -0.188
C 2.27742 -3.31941 4.66639 -0.284
H 3.95072 -5.68796 2.92076 0.226
H 4.80455 -3.65807 1.76388 0.217
H 4.04756 -1.42018 2.49141 0.216
H 2.43327 -1.20457 4.35283 0.220
H 1.56264 -3.24492 5.47587 0.230
```

Calculated values
Multiplicity: 1
Net charge: 0
Strongest force on any atom: 3.8 eV/Å
HOMO: -9.20 eV
SMILES: O=C1CC[C@H](C[C@H]2CO2)N1.Fc1ccccc1.Fc1ccccc1.Fc1ccccc1.Fc1ccccc1